# 1
The following is a quantum chemistry calculation of a structure of composition C54H51AsBF2N2O5Pd, from OMol25.

Each line ends with the Mulliken charge.
Element x y z (Å)
O: -0.428 2.815 0.490  -1.713
C: -5.647 3.381 -0.555  -0.766
H: -1.210 6.804 -2.405  0.451
C: -3.670 -1.241 -3.512  -0.756
C: -3.183 -0.384 -2.541  -0.498
C: -4.877 2.188 1.392  -0.693
H: -1.227 -4.963 -3.184  0.515
C: -4.453 3.108 -1.204  -0.569
H: 2.008 3.203 3.639  0.501
C: -2.205 -3.032 -0.591  -0.772
Pd: 0.012 0.812 1.008  1.869
H: 1.752 -5.987 0.634  0.440
H: 3.549 4.063 1.896  0.395
C: 1.548 -1.043 -2.913  -1.085
H: 1.933 -5.803 -1.121  0.362
C: 0.013 3.217 -3.184  -0.158
H: -3.013 -2.919 0.124  0.455
C: 4.063 -4.608 0.256  -1.766
C: 1.965 1.220 2.825  0.492
C: -1.205 -4.178 -2.438  -1.215
C: 2.008 -0.384 -5.591  -0.905
C: 3.001 -0.987 -4.833  -1.077
H: -2.758 0.499 -6.278  0.509
C: -0.063 -2.291 -1.433  -0.296
H: -5.042 1.826 2.401  0.493
C: 2.412 0.343 1.823  -1.402
H: -2.394 3.855 3.964  0.422
H: -1.860 2.017 -4.563  0.530
H: -6.796 3.131 1.239  0.408
C: 2.598 -2.035 0.847  -0.796
H: 2.193 -0.133 -6.628  0.443
H: -3.092 -4.729 -1.565  0.432
C: -2.867 0.249 -5.230  -0.529
C: -1.073 3.429 -2.335  -0.057
H: 4.401 -5.192 -0.601  0.439
C: 1.150 -1.348 -1.443  2.835
C: -1.124 -2.158 -0.547  -0.273
H: -3.891 -1.596 -5.616  0.440
O: 0.979 -0.126 -0.872  -0.288
H: -0.680 3.885 3.541  0.191
C: -1.512 1.933 3.751  0.327
C: -3.467 2.388 -0.531  0.484
H: 1.050 -3.910 5.539  0.540
F: 1.481 3.803 -0.515  -0.232
B: 0.329 3.858 0.201  1.838
H: 3.264 -1.306 -1.072  1.398
H: 3.680 -1.958 1.036  0.347
H: -1.105 -1.398 0.213  0.554
C: -3.672 1.919 0.757  -0.525
H: -0.025 0.318 -5.601  0.315
H: -6.415 3.950 -1.063  0.430
C: -5.858 2.920 0.740  -0.583
C: -2.251 -4.046 -1.534  -0.836
N: -1.024 -0.158 3.650  0.104
C: 0.637 4.306 -3.769  -0.892
H: 4.743 -3.764 0.384  0.345
N: -1.052 0.984 2.937  0.867
H: 3.960 -1.218 -5.282  0.450
C: 0.771 -0.128 -5.015  -0.329
C: -0.125 -3.313 -2.384  0.272
H: -0.439 -0.319 -3.257  0.013
C: -2.360 1.106 -4.266  -0.463
H: -0.555 -0.944 3.200  -0.401
H: 3.168 -3.314 6.676  0.426
C: 0.189 5.593 -3.497  -0.710
H: 0.686 -3.432 -3.091  0.514
H: 0.384 2.218 -3.373  0.381
H: -2.904 1.366 1.273  0.626
H: -2.186 1.867 5.873  0.472
H: -4.298 3.452 -2.219  0.458
O: 2.632 -3.247 -1.118  -0.385
H: -3.307 -0.631 -1.496  0.482
O: 0.527 -1.096 1.697  -0.183
H: 3.656 0.219 0.063  0.078
C: 2.462 -1.931 -0.690  -1.553
C: -1.454 0.024 4.907  1.237
H: 1.484 4.151 -4.424  0.488
H: -1.971 -1.965 5.512  0.298
C: 1.913 -1.117 1.886  2.584
C: 2.778 -1.314 -3.500  -0.388
H: 4.362 2.545 0.125  0.484
C: 1.680 -5.282 -0.196  -1.536
H: 0.503 -2.918 3.338  0.210
C: 3.795 -1.981 5.115  -1.008
C: 2.366 2.552 2.851  -0.801
C: 3.284 0.852 0.852  -0.475
H: 1.345 0.833 3.621  0.599
H: 4.731 -1.725 5.598  0.487
C: 0.545 -0.461 -3.689  0.418
H: -4.169 -2.156 -3.220  0.480
C: -2.531 0.790 -2.917  0.196
C: -1.476 -1.079 5.911  -1.288
H: 3.564 -1.817 -2.956  0.590
H: 0.662 -4.902 -0.259  0.239
O: 2.165 -3.356 1.092  -0.234
C: -1.508 4.719 -2.035  -0.694
C: -0.878 5.799 -2.631  -0.713
C: -3.510 -0.926 -4.856  -0.799
H: 0.686 6.442 -3.948  0.412
H: -1.848 3.491 2.307  -0.076
C: 3.231 3.028 1.884  -0.923
H: -0.461 -1.360 6.194  0.209
H: -2.319 4.879 -1.334  0.423
C: 2.638 -4.140 0.027  1.448
C: 1.409 -2.627 3.859  -0.351
C: 2.272 -1.719 3.258  -0.080
C: 1.728 -3.196 5.085  -0.911
F: 0.054 5.098 0.684  -0.261
C: 2.919 -2.870 5.720  -0.661
H: 4.164 -0.710 3.431  0.465
H: 4.103 -5.232 1.149  0.383
C: -1.625 3.369 3.363  -0.860
C: 3.690 2.171 0.887  -0.791
C: 3.473 -1.411 3.889  0.158
As: -1.888 1.925 -1.508  1.973
C: -1.795 1.361 5.004  -1.972
H: -2.009 -0.760 6.804  0.403

## Properties
**F_max**: 0.78 eV/Å
**Spin multiplicity**: 5
**HOMO level (spin up / spin down)**: -10.69 / -11.04 eV
**LUMO (spin up / spin down)**: -1.77 / -5.53 eV
**Net charge**: +1
**Energy relative to the best compared isomer or geometry (same formula, charge and spin)**: 0.0 kJ/mol
**Frontier orbital gap (spin up / spin down)**: 8.92 / 5.51 eV

# 2
The following is a quantum chemistry calculation of the ion C4H12NO with charge +1 at a distorted geometry, from OMol25.

Each line ends with the Mulliken charge.
Element x y z (Å)
H: -0.775 -2.106 0.120  0.354
H: -0.947 -0.066 -1.573  0.312
H: 2.212 2.151 -0.093  0.334
H: 0.571 -2.300 0.721  0.423
H: 2.219 -0.348 0.213  0.326
C: -0.986 0.398 -0.503  -0.608
H: -2.367 -1.160 0.281  0.262
H: -3.259 0.219 -0.479  0.341
H: -2.430 0.443 1.168  0.313
H: 0.007 0.070 1.364  0.331
C: -2.380 -0.044 0.144  -1.022
C: 1.467 0.320 -0.210  -0.615
H: 1.362 0.195 -1.362  0.315
C: 0.123 -0.233 0.246  -0.083
H: 0.554 -2.101 -0.934  0.407
H: -0.944 1.472 -0.581  0.369
O: 1.651 1.582 0.424  -0.475
N: 0.177 -1.680 -0.043  -0.286

## Properties
**F_max**: 4.87 eV/Å
**SMILES**: CC[C@@H]([NH3+])CO
**HOMO level**: -14.77 eV
**LUMO**: -3.87 eV
**Net charge**: +1
**Energy relative to the best compared isomer or geometry (same formula, charge and spin)**: 186.8 kJ/mol
**Frontier orbital gap**: 10.89 eV

# 3
The following is a quantum chemistry calculation of a cluster of 2 separate species, C6H17NO in total at a distorted geometry, from OMol25.

Each line ends with the Mulliken charge.
Element x y z (Å)
H: -1.133 -0.936 2.230  0.251
H: -0.423 -1.983 -1.002  0.220
H: -1.178 -1.654 -2.613  0.362
H: 1.173 0.081 -1.677  0.190
C: 0.941 1.620 0.513  -1.575
H: 0.052 0.138 -3.143  0.345
C: -0.309 -1.505 -2.037  -1.108
N: -0.743 0.645 -1.184  -0.305
H: 1.817 1.180 0.090  0.431
O: 2.736 -1.733 0.362  -0.617
C: -1.357 0.961 1.069  -0.472
H: 0.461 -2.097 -2.496  0.328
H: 0.504 2.504 0.288  0.459
H: 1.911 -1.919 0.890  0.314
H: -2.284 0.782 0.543  0.447
H: -0.484 0.605 2.989  0.361
H: 2.841 -2.496 -0.187  0.306
H: -1.354 2.033 1.412  0.211
H: -1.098 1.486 -1.367  0.173
C: -1.215 0.236 2.324  -1.287
C: -0.128 0.586 0.183  0.715
H: 0.178 -0.452 0.428  -0.312
H: 1.130 1.597 1.570  0.354
H: -2.128 0.395 2.865  0.407
C: 0.091 -0.072 -2.049  -0.199

## Properties
**F_max**: 5.08 eV/Å
**SMILES**: CCN[C@@H](C)CC.O
**HOMO level**: -8.36 eV
**LUMO**: 0.76 eV
**Energy relative to the best compared isomer or geometry (same formula, charge and spin)**: 215.4 kJ/mol
**Frontier orbital gap**: 9.11 eV

# 4
The following is a quantum chemistry calculation of a cluster of 2 separate species, C18H21N4O4 in total at a distorted geometry, from OMol25.

Each line ends with the Mulliken charge.
Element x y z (Å)
H: 4.786 1.209 -0.316  0.353
H: 6.380 1.358 -3.725  0.389
C: 5.378 0.904 -1.180  -1.327
H: -0.948 -4.247 2.179  0.434
C: -2.203 -0.697 2.927  -0.818
H: -4.448 -0.485 -0.188  0.439
O: 2.752 1.688 -0.744  -0.514
C: -3.520 -4.121 2.842  0.192
C: -1.295 -3.246 2.382  -0.921
H: 4.898 0.981 -4.615  0.362
C: -0.003 0.271 2.438  0.578
H: 2.046 0.650 2.823  0.385
H: -4.092 -1.590 3.306  0.440
H: 5.687 -0.273 -3.674  0.347
N: -1.087 2.478 2.995  -0.853
C: 4.615 1.150 -2.474  0.708
N: -4.276 -5.005 2.918  -0.663
C: -0.538 1.460 2.722  0.549
H: 5.595 -0.157 -1.076  0.330
O: 3.393 0.417 -2.513  -0.422
O: -2.051 1.462 -1.540  -0.446
C: 5.450 0.790 -3.695  -1.462
H: 0.592 -2.368 1.991  0.202
H: 1.564 0.857 1.131  0.146
C: -4.435 1.709 -1.866  -1.572
O: -1.136 -0.603 -1.401  -0.546
C: -2.631 -3.051 2.748  0.310
H: -2.557 0.296 3.142  0.370
C: -3.507 0.061 -0.214  -1.303
N: 1.197 0.369 -1.678  -0.128
C: -1.000 0.599 -1.452  0.682
H: 1.769 -0.768 1.807  0.265
C: -3.290 0.759 -1.548  0.793
H: -4.285 2.205 -2.824  0.395
H: -5.388 1.181 -1.897  0.381
H: -2.693 -0.636 -0.010  0.269
H: -3.189 0.015 -2.360  0.298
C: -0.428 -2.189 2.279  -0.524
C: 1.423 0.241 2.025  -1.494
C: -3.065 -1.753 3.021  -0.690
C: -0.855 -0.872 2.544  1.131
H: 4.308 2.211 -2.536  0.288
H: 6.321 1.450 -1.165  0.375
N: 0.283 1.128 -1.407  -0.074
H: -4.490 2.482 -1.101  0.374
C: 2.490 0.874 -1.599  0.643
H: -3.512 0.803 0.583  0.330

## Properties
**F_max**: 5.49 eV/Å
**HOMO level**: -2.83 eV
**LUMO**: 0.93 eV
**Net charge**: -1
**Frontier orbital gap**: 3.76 eV